11
Properties=species:S:1:pos:R:3:nbo_charge:R:1 method="wB97M-V/def2-TZVPD" e_homo_ev=-9.57 energy_ev=-8326.9574 orbital_gap_ev=8.851 de_lowest_kcal_mol=126.4 smiles=C#CC#C[C@H]1CO1
C -1.077 -0.608 -3.098 -0.062
C -0.953 -0.415 -1.911 -0.152
C -1.139 -0.221 -0.573 0.054
C -1.176 -0.157 0.665 -0.071
C 0.311 -0.030 0.888 0.023
C 1.006 0.684 1.939 -0.101
O 0.938 -0.740 1.918 -0.468
H -1.229 -0.784 -4.136 0.245
H 0.865 -0.011 -0.048 0.158
H 0.502 1.181 2.756 0.195
H 1.952 1.100 1.599 0.178



12
Properties=species:S:1:pos:R:3:nbo_charge:R:1 method="wB97M-V/def2-TZVPD" e_homo_ev=-14.66 energy_ev=-17469.1245 charge=+1 orbital_gap_ev=9.229 de_lowest_kcal_mol=23.4
C -1.342 -1.128 -0.147 0.421
C -1.069 0.979 0.949 0.257
N -0.080 -1.431 -0.208 -0.667
N 1.311 0.827 -0.368 -1.094
N -1.665 -0.023 0.489 -0.522
S -0.580 2.327 1.549 0.319
H -2.042 -1.863 -0.383 0.229
H 0.135 -2.365 -0.309 0.428
H 0.463 -0.584 -0.024 0.439
H 1.119 1.764 -0.744 0.398
H 1.966 1.130 0.351 0.399
H 1.784 0.367 -1.155 0.393